Version 1
Formula: C16H23NO2
Source: the OMol25 dataset
Level of theory: ωB97M-V with the def2-TZVPD basis set

Geometry as XYZ:
```
42
Properties=species:S:1:pos:R:3:lowdin_charge:R:1
C -1.427 -2.705 -0.083 -0.068
O -1.417 -1.303 0.046 -0.124
C -2.605 -0.616 0.027 -0.198
C -3.836 -1.261 -0.026 -0.025
C -5.018 -0.540 -0.048 -0.077
C -4.991 0.842 -0.027 -0.080
C -3.771 1.487 0.019 -0.014
C -2.567 0.790 0.053 -0.043
C -1.338 1.650 0.086 -0.431
O -1.401 2.843 -0.165 0.059
N -0.188 1.043 0.430 0.105
C 1.070 1.757 0.502 -0.295
C 1.683 2.001 -0.895 -0.139
C 2.586 0.923 -1.491 -0.185
C 1.976 -0.483 -1.466 -0.187
C 2.790 -1.484 -0.644 -0.206
C 3.250 -0.999 0.734 -0.210
C 2.159 -0.397 1.625 -0.181
C 1.990 1.131 1.563 -0.128
H -1.923 -3.185 0.767 0.100
H -1.905 -3.021 -1.014 0.102
H -0.379 -3.002 -0.100 0.087
H -3.886 -2.338 -0.048 0.100
H -5.958 -1.070 -0.086 0.105
H -5.908 1.409 -0.049 0.102
H -3.711 2.565 0.024 0.118
H -0.197 0.055 0.617 0.091
H 0.803 2.760 0.864 0.141
H 0.843 2.186 -1.568 0.116
H 2.259 2.928 -0.844 0.115
H 3.539 0.923 -0.965 0.096
H 2.801 1.217 -2.521 0.108
H 0.962 -0.429 -1.079 0.086
H 1.900 -0.875 -2.483 0.109
H 3.684 -1.766 -1.208 0.110
H 2.192 -2.391 -0.517 0.098
H 3.674 -1.867 1.247 0.106
H 4.063 -0.279 0.629 0.099
H 1.215 -0.908 1.435 0.098
H 2.427 -0.625 2.660 0.108
H 2.974 1.594 1.468 0.119
H 1.586 1.437 2.532 0.113
```

As for the SMILES: COc1ccccc1C(=O)NC1CCCCCCC1. The calculation puts the orbital gap at 9.5 eV. As for the LUMO energy: 0.68 eV. The HOMO energy comes out at -8.9 eV.

Version 2
Formula: C16H23NO2
Source: the OMol25 dataset
Level of theory: ωB97M-V with the def2-TZVPD basis set

Geometry as XYZ:
```
42
Properties=species:S:1:pos:R:3:lowdin_charge:R:1
O -1.273 3.240 0.477 0.068
C -1.033 2.362 -0.324 -0.505
C -2.109 1.552 -1.018 -0.077
C -2.569 0.386 -0.126 -0.321
C -3.830 -0.257 -0.709 -0.176
C -4.316 -1.404 0.172 -0.204
C -3.225 -2.458 0.327 -0.211
C -1.965 -1.827 0.910 -0.197
C -1.479 -0.677 0.031 -0.171
N 0.235 2.037 -0.688 0.067
C 1.373 2.560 0.032 -0.143
C 1.650 1.733 1.298 -0.167
O 1.808 0.360 1.012 -0.065
C 2.962 -0.095 0.443 -0.268
C 2.948 -1.440 0.070 -0.011
C 4.062 -2.018 -0.501 -0.086
C 5.209 -1.267 -0.713 -0.104
C 5.225 0.064 -0.343 -0.086
C 4.112 0.657 0.231 -0.030
H -1.752 1.173 -1.977 0.122
H -2.959 2.214 -1.194 0.126
H -2.808 0.793 0.862 0.154
H -4.617 0.494 -0.802 0.115
H -3.610 -0.637 -1.710 0.122
H -4.585 -1.014 1.157 0.115
H -5.210 -1.852 -0.266 0.108
H -3.574 -3.264 0.977 0.107
H -2.997 -2.891 -0.650 0.113
H -1.178 -2.578 1.001 0.106
H -2.180 -1.447 1.911 0.118
H -0.583 -0.244 0.479 0.095
H -1.213 -1.069 -0.956 0.126
H 0.385 1.189 -1.211 0.136
H 1.135 3.584 0.329 0.127
H 2.237 2.556 -0.635 0.117
H 2.512 2.134 1.842 0.123
H 0.772 1.782 1.947 0.132
H 2.049 -2.009 0.245 0.113
H 4.037 -3.060 -0.784 0.104
H 6.081 -1.719 -1.161 0.098
H 6.113 0.658 -0.500 0.104
H 4.160 1.698 0.512 0.104
```

As for the SMILES: O=C(CC1CCCCC1)NCCOc1ccccc1. The calculation puts the orbital gap at 9.5 eV. As for the LUMO energy: 0.83 eV. The HOMO energy comes out at -8.7 eV.

Which is less stable than every other structure shown? version 1 is.